Computed, not measured: the ion C3H7N2OS with charge +1 in a non-equilibrium geometry, with wB97M-V/def2-TZVPD.

orbital gap	8.882	eV
E_LUMO	-4.93	eV
net charge	+1
largest force on an atom	4.70	eV/Å
ΔE to the lowest compared entry with this formula, charge and spin	3.9805	eV
SMILES string	NCOC(S)=C=[NH2+]
E_tot	-701.0785	hartree

Each atom is followed by the atoms it is bonded to, with distances in Å.
CARTESIAN COORDINATES (ANGSTROEM)
1 N 1.79 1.52 0.61  C2 1.410, H8 1.006, H9 1.134
2 C 0.40 1.47 0.85  N1 1.410, O3 1.469, H10 1.098, H11 1.079
3 O -0.03 0.09 1.14  C2 1.469, C4 1.307
4 C -0.48 -0.72 0.22  O3 1.307, S5 1.790, C6 1.297
5 S -0.68 -2.35 0.93  C4 1.790, H12 1.353
6 C -0.82 -0.87 -1.03  C4 1.297, N7 1.278
7 N -1.52 -1.01 -2.08  C6 1.278, H13 0.963, H14 1.092
8 H 2.42 1.14 1.29  N1 1.006
9 H 2.09 1.10 -0.40  N1 1.134
10 H 0.17 1.98 1.79  C2 1.098
11 H -0.06 1.97 0.01  C2 1.079
12 H 0.28 -1.92 1.77  S5 1.353
13 H -2.48 -1.09 -2.06  N7 0.963
14 H -1.07 -1.30 -3.03  N7 1.092

=====

Computed, not measured: the ion C3H7N2S with charge +1 in a non-equilibrium geometry, with wB97M-V/def2-TZVPD.

orbital gap	9.706	eV
E_LUMO	-4.62	eV
net charge	+1
largest force on an atom	3.62	eV/Å
ΔE to the lowest compared entry with this formula, charge and spin	1.9417	eV
E_tot	-625.9008	hartree

Each atom is followed by the atoms it is bonded to, with distances in Å.
CARTESIAN COORDINATES (ANGSTROEM)
1 C -1.62 0.56 -0.95  N4 1.227, H7 1.162, H8 1.083
2 C 0.48 -0.66 -0.53  N4 1.345, N5 1.358, S6 1.738
3 C 0.34 0.39 2.13  S6 1.867, H9 1.151, H10 1.094, H11 1.108
4 N -0.82 -0.31 -0.61  C1 1.227, C2 1.345
5 N 1.05 -1.21 -1.64  C2 1.358, H12 1.053, H13 1.079
6 S 1.44 -0.49 0.90  C2 1.738, C3 1.867
7 H -2.72 0.45 -1.31  C1 1.162
8 H -1.37 1.61 -0.89  C1 1.083
9 H 0.61 1.51 2.08  C3 1.151
10 H 0.34 0.04 3.17  C3 1.094
11 H -0.69 0.29 1.74  C3 1.108
12 H 0.84 -0.80 -2.58  N5 1.053
13 H 2.11 -1.38 -1.51  N5 1.079

=====

Computed, not measured: the ion C3H7N2Si with charge +1 in a non-equilibrium geometry, with wB97M-V/def2-TZVPD.

orbital gap (spin up / spin down)	8.098 / 8.100	eV
E_LUMO (spin up / spin down)	-5.27 / -5.27	eV
net charge	+1
largest force on an atom	5.55	eV/Å
ΔE to the lowest compared entry with this formula, charge and spin	4.5416	eV
E_tot	-517.0993	hartree

Each atom is followed by the atoms it is bonded to, with distances in Å.
CARTESIAN COORDINATES (ANGSTROEM)
1 C 1.64 0.80 0.32  C2 1.406, N4 1.376, H7 1.092
2 C 0.28 1.13 0.50  C1 1.406, N5 1.308, H8 1.030
3 C 0.92 -1.21 -0.59  N4 1.278, H9 1.089
4 N 1.87 -0.43 -0.25  C1 1.376, C3 1.278, H10 1.033
5 N -0.50 0.18 0.06  C2 1.308, Si6 1.845
6 Si -2.31 -0.15 -0.02  N5 1.845, H11 1.410, H12 1.563, H13 1.407
7 H 2.52 1.36 0.64  C1 1.092
8 H 0.11 2.10 0.80  C2 1.030
9 H 0.45 -2.14 -0.88  C3 1.089
10 H 2.84 -0.40 -0.60  N4 1.033
11 H -2.44 -0.38 1.37  Si6 1.410
12 H -2.02 -1.47 -0.80  Si6 1.563
13 H -3.36 0.61 -0.56  Si6 1.407

=====

Computed, not measured: an isolated molecule of C3H7N3 in a non-equilibrium geometry, with wB97M-V/def2-TZVPD.

orbital gap	10.670	eV
E_LUMO	0.82	eV
largest force on an atom	1.23	eV/Å
ΔE to the lowest compared entry with this formula, charge and spin	0.3575	eV
SMILES string	N#C[C@H](N)CN
E_tot	-282.7611	hartree

Each atom is followed by the atoms it is bonded to, with distances in Å.
CARTESIAN COORDINATES (ANGSTROEM)
1 N 2.83 1.31 -0.70  C2 1.158
2 C 1.87 0.75 -0.36  N1 1.158, C3 1.481
3 C 0.71 0.07 0.24  C2 1.481, N4 1.456, C5 1.548, H7 1.102
4 N 0.71 -1.35 -0.07  C3 1.456, H8 1.018, H9 1.015
5 C -0.64 0.67 -0.23  C3 1.548, N6 1.463, H10 1.094, H11 1.097
6 N -1.74 -0.19 0.22  C5 1.463, H12 1.013, H13 1.015
7 H 0.82 0.28 1.32  C3 1.102
8 H -0.12 -1.73 0.39  N4 1.018
9 H 1.52 -1.81 0.34  N4 1.015
10 H -0.76 1.66 0.22  C5 1.094
11 H -0.62 0.79 -1.32  C5 1.097
12 H -2.55 0.36 0.48  N6 1.013
13 H -2.04 -0.81 -0.53  N6 1.015